Molecular formula: C11H35NO7
Method: DFT, ωB97M-V/def2-TZVPD

E_LUMO in eV: 0.58
Energy in Eh: -1021.1537
Total charge: 0
SMILES: COCCNCCOC.CO.CO.CO.CO.CO
HOMO energy in eV: -9.35

Last column: natural (NBO) charge in e.
Element x y z (Å)
C1 -1.135 4.186 -2.679  -0.2604
O1 -1.016 3.541 -1.450  -0.5499
C2 0.308 3.145 -1.076  -0.0751
C3 0.202 2.352 0.192  -0.2239
N1 1.424 1.523 0.336  -0.6850
C4 1.450 0.876 1.714  -0.2094
C5 2.781 0.153 1.903  -0.0429
O2 2.940 -0.520 3.133  -0.5608
C6 4.006 -1.509 3.170  -0.2454
H1 -2.209 4.609 -2.826  0.2046
H2 -0.857 3.322 -3.426  0.1701
H3 -0.486 5.186 -2.775  0.1683
H4 0.974 3.941 -1.033  0.1684
H5 0.674 2.546 -1.837  0.1609
H6 -0.769 1.685 0.286  0.1919
H7 -0.074 3.085 0.986  0.1794
H8 2.183 2.089 -0.205  0.3954
H9 0.868 0.131 1.801  0.1888
H10 1.536 1.606 2.674  0.1831
H11 3.725 0.720 1.585  0.1639
H12 2.641 -0.679 1.093  0.1386
H13 4.793 -0.996 2.636  0.1719
H14 3.789 -2.494 2.768  0.1948
H15 4.423 -1.745 4.311  0.1863
C7 -0.711 -1.320 -0.523  -0.2273
O3 0.647 -1.346 -0.455  -0.7870
H16 -0.968 -0.526 -1.104  0.1598
H17 -1.122 -1.245 0.445  0.1577
H18 -1.043 -2.308 -0.830  0.1808
H19 1.193 -0.641 -0.008  0.5057
C8 -0.068 0.111 -4.536  -0.2669
O4 0.206 -0.150 -5.890  -0.7115
H20 -0.733 -0.515 -3.852  0.1717
H21 -0.430 1.111 -4.222  0.1689
H22 0.845 0.230 -4.103  0.1644
H23 0.242 -1.213 -6.001  0.4744
C9 1.095 -3.710 2.060  -0.2684
O5 1.783 -3.690 0.818  -0.7526
H24 0.550 -2.779 2.397  0.1882
H25 1.674 -4.264 2.830  0.1794
H26 0.197 -4.147 2.003  0.1556
H27 1.597 -3.149 0.157  0.4898
C10 -3.409 1.048 -1.830  -0.2495
O6 -4.833 1.279 -1.742  -0.7435
H28 -2.903 1.476 -2.719  0.1768
H29 -3.329 -0.030 -1.902  0.1694
H30 -3.059 1.183 -0.857  0.1784
H31 -5.125 2.049 -1.007  0.4680
C11 -2.643 -2.508 3.076  -0.2529
O7 -1.485 -1.867 3.428  -0.7181
H32 -3.315 -2.914 3.902  0.1725
H33 -2.385 -3.318 2.331  0.1671
H34 -3.195 -1.746 2.543  0.1672
H35 -1.452 -1.830 4.333  0.4683

---

Molecular formula: C16H22O4
Method: DFT, ωB97M-V/def2-TZVPD

E_LUMO in eV: 0.52
Energy in Eh: -923.8724
Total charge: 0
SMILES: CCCCOC(=O)c1ccccc1C(=O)OCCCC
HOMO energy in eV: -9.75

Last column: natural (NBO) charge in e.
Element x y z (Å)
C1 1.560 1.113 -2.821  -0.6071
C2 2.240 -0.238 -3.008  -0.3901
C3 1.920 -1.242 -1.899  -0.4179
C4 0.446 -1.629 -1.820  -0.0885
O1 -0.298 -0.652 -1.088  -0.5176
C5 -1.473 -0.266 -1.587  0.7821
O2 -1.905 -0.594 -2.663  -0.5887
C6 -2.168 0.690 -0.679  -0.0456
C7 -2.808 1.786 -1.246  -0.1809
C8 -3.437 2.720 -0.443  -0.2022
C9 -3.431 2.566 0.934  -0.1983
C10 -2.809 1.470 1.507  -0.1684
C11 -2.182 0.521 0.708  -0.1445
C12 -1.585 -0.695 1.332  0.8013
O3 -1.752 -1.821 0.940  -0.5909
O4 -0.872 -0.366 2.411  -0.5095
C13 -0.144 -1.415 3.048  -0.0795
C14 1.142 -1.753 2.295  -0.4238
C15 2.228 -0.682 2.409  -0.3930
C16 1.825 0.655 1.797  -0.6144
H1 0.484 1.029 -2.947  0.2034
H2 1.928 1.823 -3.558  0.2094
H3 1.761 1.510 -1.829  0.2029
H4 3.323 -0.092 -3.030  0.2007
H5 1.944 -0.661 -3.971  0.1972
H6 2.226 -0.833 -0.935  0.2047
H7 2.493 -2.154 -2.075  0.2135
H8 0.326 -2.576 -1.281  0.1962
H9 0.008 -1.731 -2.818  0.2145
H10 -2.801 1.892 -2.320  0.2310
H11 -3.931 3.570 -0.891  0.2188
H12 -3.918 3.296 1.563  0.2180
H13 -2.816 1.335 2.577  0.2253
H14 0.071 -1.048 4.054  0.1905
H15 -0.783 -2.303 3.102  0.2052
H16 1.524 -2.695 2.695  0.2142
H17 0.889 -1.910 1.245  0.2136
H18 2.483 -0.538 3.461  0.1931
H19 3.122 -1.055 1.902  0.2009
H20 1.039 1.128 2.380  0.2132
H21 1.451 0.517 0.784  0.2049
H22 2.680 1.327 1.764  0.2061

---

Molecular formula: C22H24N4O14
Method: DFT, ωB97M-V/def2-TZVPD

E_LUMO in eV: -1.70
Energy in Eh: -2124.5840
Total charge: 0
SMILES: O=C1C=CC(=O)C=C1.O=C1C=CC(=O)C=C1.O=C1C=CC(=O)C=C1.C[N+](=O)[O-].C[N+](=O)[O-].C[N+](=O)[O-].C[N+](=O)[O-]
HOMO energy in eV: -10.16

Last column: natural (NBO) charge in e.
Element x y z (Å)
O1 7.770 13.485 17.138  -0.5309
C1 8.701 13.055 17.732  0.4960
C2 9.161 13.647 19.003  -0.2306
C3 10.383 13.431 19.446  -0.2204
C4 11.288 12.445 18.800  0.4740
O2 12.374 12.138 19.249  -0.4763
C5 10.802 11.798 17.545  -0.2334
C6 9.525 11.978 17.106  -0.2458
H1 8.539 14.378 19.419  0.2285
H2 10.722 13.919 20.378  0.2356
H3 11.430 11.066 17.027  0.2511
H4 9.100 11.463 16.214  0.2495
O3 5.467 11.559 12.966  -0.5086
C7 5.822 10.428 13.305  0.5089
C8 6.264 9.367 12.306  -0.2482
C9 6.711 8.139 12.671  -0.2356
C10 6.621 7.612 14.073  0.4864
O4 6.813 6.468 14.329  -0.4741
C11 6.409 8.741 15.011  -0.2119
C12 6.001 9.978 14.685  -0.2454
H5 6.384 9.600 11.269  0.2359
H6 7.106 7.442 11.950  0.2378
H7 6.632 8.504 16.049  0.2221
H8 5.721 10.616 15.482  0.2294
O5 12.508 9.612 14.875  -0.5027
C13 11.909 9.261 13.855  0.4664
C14 11.880 7.881 13.357  -0.2478
C15 11.119 7.548 12.287  -0.2048
C16 10.224 8.537 11.660  0.4738
O6 9.490 8.048 10.816  -0.4964
C17 10.280 9.903 12.143  -0.2442
C18 11.086 10.247 13.145  -0.1947
H9 12.494 7.161 13.874  0.2334
H10 10.943 6.523 11.946  0.2389
H11 9.660 10.606 11.632  0.2455
H12 11.224 11.234 13.491  0.2301
C19 5.696 16.071 17.710  -0.4931
N1 7.036 16.475 17.167  0.5518
O7 7.855 16.839 18.011  -0.4051
O8 7.147 16.470 15.987  -0.3518
H13 5.397 16.731 18.512  0.2287
H14 5.725 15.072 18.123  0.2430
H15 4.993 16.169 16.866  0.2278
C20 10.281 13.948 9.790  -0.4929
N2 10.153 13.389 8.431  0.5332
O9 11.115 12.832 7.962  -0.3765
O10 9.139 13.656 7.822  -0.3774
H16 9.281 14.094 10.195  0.2502
H17 10.770 14.918 9.668  0.2330
H18 10.862 13.241 10.426  0.2288
C21 7.442 19.002 10.747  -0.4881
N3 7.322 18.109 11.856  0.5406
O11 7.600 16.975 11.622  -0.3784
O12 6.948 18.607 12.893  -0.3784
H19 7.896 18.477 9.923  0.2314
H20 8.026 19.854 11.065  0.2358
H21 6.416 19.337 10.513  0.2396
C22 7.466 14.202 13.728  -0.4890
N4 7.935 12.959 13.154  0.5469
O13 8.094 12.849 11.956  -0.3944
O14 8.341 12.079 13.873  -0.4086
H22 6.965 13.964 14.647  0.2494
H23 6.780 14.777 13.114  0.2519
H24 8.345 14.809 13.958  0.2503

---

Molecular formula: C2H6NO2S
Method: DFT, ωB97M-V/def2-TZVPD

E_LUMO in eV: 4.11
Energy in Eh: -683.1903
Total charge: -1
HOMO energy in eV: -2.83

Last column: natural (NBO) charge in e.
Element x y z (Å)
C1 -1.781 0.282 -0.292  0.0789
C2 2.026 0.605 0.111  -0.8440
N1 -0.522 -0.273 -0.703  -1.0459
O1 -2.372 -0.502 0.759  -0.7810
O2 1.216 -1.847 -0.045  -1.0639
S1 0.582 -0.577 0.373  1.3390
H1 -2.026 -1.441 0.560  0.4631
H2 -2.421 0.145 -1.162  0.1413
H3 -1.618 1.248 0.116  0.1351
H4 1.770 1.657 0.217  0.1853
H5 2.821 0.337 0.880  0.1919
H6 2.326 0.365 -0.812  0.2003